37
Properties=species:S:1:pos:R:3 method="wB97M-V/def2-TZVPD" e_above_lowest_ev=6.5854 lumo_ev=3.7 charge=-2 homo_lumo_gap_ev=10.012 total_energy_ev=-147975.841 spin_multiplicity=1
S -12.054 5.606 -11.128
F -5.421 6.199 -12.274
O -6.591 2.347 -14.349
F -8.369 2.526 -12.842
S -6.279 7.041 -9.093
O -11.269 6.911 -15.023
O -10.268 9.739 -13.811
N -10.618 5.048 -11.091
O -6.274 7.059 -7.611
S -6.793 2.758 -12.945
N -6.913 4.472 -12.629
S -9.125 8.851 -14.093
O -11.799 2.814 -11.798
O -8.349 9.127 -15.278
F -8.902 8.888 -10.607
O -6.273 1.900 -11.857
F -9.713 2.844 -10.587
F -9.865 5.319 -14.048
F -6.320 5.429 -9.203
S -5.371 4.627 -12.565
S -7.530 8.802 -9.748
O -7.829 9.359 -8.421
O -9.037 6.423 -16.132
Sr -8.533 5.966 -11.772
O -12.899 5.186 -12.243
N -7.536 7.108 -9.907
O -4.569 4.528 -13.783
O -12.668 6.009 -9.869
F -11.685 7.049 -11.713
N -9.012 7.447 -13.545
S -9.794 6.695 -14.897
O -6.593 9.554 -10.574
O -4.706 4.253 -11.308
S -11.188 3.502 -10.701
O -5.013 7.361 -9.749
O -11.717 3.227 -9.346
F -8.110 9.585 -13.017



8
Properties=species:S:1:pos:R:3 method="wB97M-V/def2-TZVPD" e_above_lowest_ev=2.2453 lumo_ev=3.4 charge=-1 homo_lumo_gap_ev=7.261 total_energy_ev=-19536.657 spin_multiplicity=1
N -0.578 -1.289 -3.324
O -1.543 -1.698 -4.014
H -0.621 0.843 0.340
O 0.536 -3.193 -2.596
H -0.360 -0.892 1.349
C -0.106 -2.239 -2.189
O -0.463 -1.812 -1.108
S 0.139 0.344 1.428



8
Properties=species:S:1:pos:R:3 method="wB97M-V/def2-TZVPD" e_above_lowest_ev=4.3260 lumo_ev="4.9 / 4.5" charge=-1 homo_lumo_gap_ev="6.370 / 5.560" total_energy_ev=-5671.807 spin_multiplicity=1
N 0.572 -0.310 1.994
O 1.522 0.392 2.543
H 1.586 0.320 0.374
C 0.625 -0.213 0.463
H 0.911 -1.195 0.346
H -0.843 -0.672 -1.032
C -0.413 0.235 -0.587
H -0.976 1.165 -0.424



24
Properties=species:S:1:pos:R:3 method="wB97M-V/def2-TZVPD" lumo_ev="3.0 / 3.2" charge=-1 homo_lumo_gap_ev="2.192 / 6.643" total_energy_ev=-61756.742 spin_multiplicity=3
H -1.072 0.083 4.296
H -1.720 1.339 -3.083
C -0.681 1.735 2.859
N -0.139 1.635 1.584
N 0.885 -1.299 -2.713
H 0.024 2.402 0.932
H -0.504 -2.158 3.427
C -0.734 0.469 3.349
H 1.033 -2.085 2.511
H 0.556 -1.432 -3.673
H 1.488 1.276 -1.071
H -0.979 2.674 3.295
H -1.352 -0.371 -3.589
H 1.904 -1.356 -2.726
N -0.231 -0.379 2.376
C 0.147 0.334 1.287
Ni 0.364 0.499 -1.904
H -0.507 -2.357 1.641
H -0.257 0.962 -4.076
H 1.302 1.792 -1.741
C -0.039 -1.835 2.489
C -0.934 0.597 -3.285
S 0.909 -0.431 -0.019
H 0.538 -2.092 -2.166



68
Properties=species:S:1:pos:R:3 method="wB97M-V/def2-TZVPD" e_above_lowest_ev=0.4660 lumo_ev=-0.3 homo_lumo_gap_ev=7.503 total_energy_ev=-79130.714 spin_multiplicity=1
C 0.824 1.367 3.338
S -2.663 -2.339 0.333
H -1.280 -5.893 2.876
N -1.972 -4.859 0.439
H 0.990 -4.326 3.139
C 0.300 3.703 -1.321
H 1.044 2.972 -1.032
C -1.337 5.383 -0.734
C -1.620 5.553 -2.088
H -2.016 2.341 -2.200
H -2.769 -4.911 -0.169
C 1.457 -2.245 -2.344
H -2.509 5.534 1.061
H 2.850 -1.541 -3.829
O -1.050 0.536 -0.190
H -0.130 4.307 0.680
O 0.793 3.505 -5.113
N -0.230 -2.300 2.062
H 3.675 0.301 -2.368
H 0.133 2.163 3.075
H 2.499 -3.536 2.678
C 1.584 -3.427 3.268
C 0.812 -2.231 2.810
H 0.173 -2.629 -0.665
C 0.962 -2.012 -1.072
C -0.783 0.749 -2.989
O 1.868 2.218 -3.256
C -1.634 -3.629 0.886
H -1.114 1.897 -4.733
H -1.183 4.944 -4.105
N 1.395 -1.023 -0.286
H -2.945 0.965 -2.775
C 1.983 1.633 4.048
C -0.366 4.453 -0.368
C 2.450 -1.410 -2.832
H -1.360 6.849 0.835
H 1.059 -3.056 -2.939
H -2.839 6.799 -0.125
C -2.029 1.249 -2.257
H 2.216 2.641 4.361
N 0.493 0.153 2.930
C 1.279 -0.883 3.225
C -2.054 6.186 0.314
H -0.891 -7.518 2.292
H -2.366 6.279 -2.388
C -2.151 0.742 -0.835
H -0.959 -0.252 -3.386
C -0.011 3.880 -2.662
H 3.768 0.736 4.836
Sn -1.764 -0.343 1.660
C -1.501 -6.632 2.107
C 2.835 0.575 4.311
O -3.256 0.546 -0.323
H 1.872 -3.321 4.314
H -2.551 -6.915 2.193
H -0.145 -5.819 0.641
H 3.132 -1.538 4.105
C -0.965 4.807 -3.054
H 0.059 0.670 -2.302
N -0.377 1.607 -4.104
C 2.482 -0.701 3.899
I 3.064 1.289 0.464
N -0.567 -3.555 1.640
C 2.350 -0.257 -0.768
H -1.445 -6.788 -0.048
S 0.712 2.806 -3.864
C 2.919 -0.388 -2.027
C -1.205 -6.059 0.728



11
Properties=species:S:1:pos:R:3 method="wB97M-V/def2-TZVPD" e_above_lowest_ev=0.0000 lumo_ev=0.0 smiles=CN(C)SBr homo_lumo_gap_ev=8.781 total_energy_ev=-84538.109 spin_multiplicity=1
H 0.188 -0.368 -1.983
H -1.411 0.599 1.339
H -0.767 -1.123 1.184
N 0.128 0.452 0.001
S 1.684 0.866 0.013
C -0.449 0.048 -1.236
H -0.907 0.910 -1.843
H -1.280 -0.647 -0.868
C -0.585 -0.011 1.228
H 0.106 0.027 2.109
Br 3.293 -0.753 0.057